16
Properties=species:S:1:pos:R:3:mulliken_charge:R:1 method="wB97M-V/def2-TZVPD" lumo_ha=0.0342 charge=0 homo_ha=-0.318 smiles=N[C@@H]1[C@@H]2OCC[C@]12F multiplicity=1
C 1.094 -0.358 0.454 -0.33
C -0.243 -0.025 1.294 -0.31
C -1.777 0.051 -0.227 -0.39
C -0.673 0.833 -0.913 -0.82
C 0.408 0.817 0.172 0.99
H 1.384 -2.333 -0.025 0.22
H 2.250 -1.271 -0.970 0.26
H 1.995 0.263 1.071 0.13
H 0.194 0.184 2.361 0.33
H -2.847 0.528 -0.332 0.27
H -1.772 -0.869 -0.706 0.33
H -0.327 0.339 -1.904 0.21
H -0.818 1.824 -1.129 0.41
N 1.332 -1.462 -0.466 -0.55
O -1.345 -0.475 0.982 -0.38
F 1.145 1.952 0.337 -0.36



19
Properties=species:S:1:pos:R:3:lowdin_spin:R:1 method="wB97M-V/def2-TZVPD" lumo_ha="-0.2050 / -0.2765" charge=+1 homo_ha="-0.416 / -0.410" multiplicity=2
C -2.132 -2.243 0.750 0.00
C -1.557 -2.906 1.991 0.00
O -0.267 -3.270 1.845 0.02
Li 1.020 -2.286 1.094 0.00
H -3.229 -2.165 0.801 0.00
H -1.690 -1.241 0.629 0.00
H -1.842 -2.800 -0.155 0.00
H -2.159 -3.776 2.336 0.00
H -1.661 -2.170 2.996 0.00
O 0.842 -0.962 5.502 0.12
C 2.251 -1.227 2.540 0.04
C -0.083 -0.809 4.678 0.01
O 3.308 -1.449 3.131 0.16
O 1.620 -0.104 3.188 0.11
C 0.220 -0.163 3.355 0.01
Ga 2.657 -0.418 4.753 0.51
H -1.116 -0.688 5.049 0.00
H -0.209 0.849 3.324 0.00
H -0.233 -0.807 2.570 0.00



17
Properties=species:S:1:pos:R:3:mulliken_charge:R:1 method="wB97M-V/def2-TZVPD" lumo_ha=-0.2563 charge=+1 homo_ha=-0.510 multiplicity=1
C -1.120 -0.235 -0.347 0.58
C 1.461 -0.624 -0.379 0.60
C -1.516 0.150 1.095 0.10
C 2.542 -0.193 -1.265 -1.17
C -2.625 1.191 1.141 -0.98
N 0.089 -0.630 -0.724 -0.19
N 1.727 -0.943 0.819 -0.51
O -2.111 -0.315 -1.048 -0.50
I -1.021 -1.149 2.622 0.50
H 2.237 0.710 -1.762 0.34
H 2.866 -0.938 -2.030 0.30
H 3.488 0.100 -0.691 0.39
H -2.943 1.351 0.030 0.34
H -2.296 2.130 1.603 0.35
H -3.510 0.909 1.712 0.36
H 0.027 -0.534 -1.762 0.25
H 2.706 -0.979 0.986 0.23



18
Properties=species:S:1:pos:R:3:mulliken_charge:R:1 method="wB97M-V/def2-TZVPD" lumo_ha=-0.2602 charge=+2 homo_ha=-0.653 multiplicity=1
C -1.758 -2.893 -1.756 -0.35
C -1.846 -2.288 -2.821 -0.32
H -0.296 -1.691 -1.553 0.06
H -1.775 -3.647 -0.984 0.44
H -2.053 -1.464 -3.489 0.36
Li -2.872 0.102 0.986 0.95
O 0.836 0.410 0.346 -0.42
Li 2.350 -0.387 -0.976 0.93
O 0.415 -1.070 -1.106 -0.37
C -0.092 -0.403 -0.099 0.91
O -1.275 -0.406 0.197 -0.47
C 0.504 1.438 1.320 -0.15
C 1.775 2.174 1.652 -1.25
H -0.247 2.094 0.863 0.30
H 0.073 0.933 2.193 0.31
H 2.177 2.680 0.764 0.34
H 1.548 2.928 2.415 0.37
H 2.536 1.489 2.047 0.34



Record-wise relative energy (zero: lowest compared OMol25 entry of this formula, charge and spin) values, in kcal per mole: 113.3; 88.3; 46.8; 0.0
Record-wise maximum force values, in hartree/bohr: 0.2303; 0.0576; 0.0904; 0.0466